# C23H18MnN4Te

C23H18MnN4Te as an isolated structure (ωB97M-V/def2-TZVPD, the OMol25 dataset).

## Properties
- Gap between HOMO and LUMO (spin up / spin down): 5.92 / 5.93 eV

Structure (ORCA input):
```
! wB97M-V def2-TZVPD RIJCOSX def2/J DEFGRID3
* xyz 0 6
Mn 0.97 0.23 0.79
C -3.87 -2.62 0.81
C -3.53 -2.21 -0.47
C -2.61 -1.19 -0.65
C -2.03 -0.57 0.45
C -2.37 -0.98 1.73
C -3.29 -2.01 1.91
N -1.05 0.44 0.26
C -1.44 1.64 -0.17
C -2.80 2.02 -0.40
C -3.11 3.26 -0.88
C -2.11 4.23 -1.18
C -0.81 3.92 -0.96
C -0.45 2.65 -0.44
N 0.81 2.26 -0.16
N 1.81 2.98 -0.47
C 3.02 2.34 -0.15
C 4.20 3.06 -0.31
C 5.39 2.45 0.01
C 5.39 1.15 0.49
C 4.17 0.51 0.62
N 3.01 1.08 0.30
H -4.59 -3.42 0.95
H -3.98 -2.68 -1.33
H -2.32 -0.86 -1.65
H -1.90 -0.51 2.58
H -3.55 -2.33 2.91
H -3.59 1.31 -0.18
H -4.15 3.51 -1.04
H -2.40 5.19 -1.56
H -0.01 4.62 -1.15
H 4.14 4.08 -0.67
H 6.32 2.99 -0.11
H 6.30 0.64 0.75
H 4.11 -0.50 1.02
Te 1.47 -1.47 2.79
C 0.93 -2.50 1.00
C 1.58 -2.23 -0.21
C 1.14 -2.80 -1.41
C 0.08 -3.68 -1.41
C -0.55 -3.99 -0.20
C -0.14 -3.40 0.98
H 2.47 -1.62 -0.23
H 1.66 -2.56 -2.33
H -0.26 -4.13 -2.33
H -1.38 -4.68 -0.19
H -0.66 -3.62 1.90
*
```

# C23H18N3O6SSr

C23H18N3O6SSr as an isolated structure (ωB97M-V/def2-TZVPD, the OMol25 dataset).

## Properties
- Gap between HOMO and LUMO: 4.93 eV

Structure (ORCA input):
```
! wB97M-V def2-TZVPD RIJCOSX def2/J DEFGRID3
* xyz 1 1
Sr -0.16 0.69 1.13
O -0.31 4.42 3.75
C -0.43 3.23 3.19
O -0.15 3.01 1.98
C -0.84 2.18 4.13
C -1.19 2.33 5.48
C -1.31 1.12 6.22
C -1.03 -0.14 5.70
C -0.81 -0.20 4.32
N -0.92 0.90 3.58
C -0.36 -1.47 3.58
O -0.26 -2.62 4.29
O 0.18 -1.46 2.44
H -0.14 5.10 3.08
H -1.29 3.28 5.97
H -1.52 1.34 7.27
H -0.95 -1.05 6.35
H -0.66 -2.52 5.21
C -3.38 -4.44 -3.97
C -2.79 -3.13 -3.59
C -3.02 -1.91 -4.25
C -2.57 -0.71 -3.70
C -1.68 -0.67 -2.57
C -1.31 -1.90 -2.03
C -1.89 -3.09 -2.51
S -1.38 0.87 -1.84
O -1.63 1.81 -2.89
O -2.19 1.00 -0.64
N 0.11 0.70 -1.24
C 1.30 0.82 -1.88
C 1.45 0.95 -3.27
C 2.75 0.93 -3.87
C 3.87 0.96 -3.09
C 3.73 1.01 -1.65
C 4.79 1.06 -0.76
C 4.58 0.98 0.63
C 3.30 1.00 1.12
N 2.26 1.06 0.30
C 2.42 0.87 -1.08
H -3.85 -4.89 -3.10
H -2.57 -5.13 -4.18
H -4.07 -4.44 -4.84
H -3.64 -1.93 -5.20
H -2.89 0.22 -4.15
H -0.56 -1.93 -1.22
H -1.70 -4.03 -2.07
H 0.59 0.96 -3.96
H 2.86 0.99 -4.93
H 4.86 1.04 -3.55
H 5.78 0.87 -1.11
H 5.47 1.09 1.21
H 3.14 0.87 2.16
*
```

# C23H18N6O2RuS3Sb

C23H18N6O2RuS3Sb as an isolated structure (ωB97M-V/def2-TZVPD, the OMol25 dataset).

## Properties
- Gap between HOMO and LUMO: 5.96 eV

Structure (ORCA input):
```
! wB97M-V def2-TZVPD RIJCOSX def2/J DEFGRID3
* xyz -1 1
Ru -0.19 0.00 -0.80
O 2.48 0.05 2.46
C 1.93 -0.04 1.37
N 0.80 0.55 0.95
C 0.13 1.50 1.73
C 0.10 1.61 3.11
C -0.67 2.63 3.68
C -1.37 3.52 2.88
C -1.32 3.42 1.49
C -0.58 2.40 0.92
N -0.41 2.08 -0.42
C -0.48 2.97 -1.40
O -0.73 4.18 -1.33
C -0.13 2.33 -2.70
C -0.08 3.10 -3.85
C 0.21 2.49 -5.05
C 0.41 1.12 -5.06
C 0.33 0.42 -3.88
N 0.10 1.01 -2.70
C 2.56 -0.82 0.25
C 3.75 -1.50 0.44
C 4.32 -2.14 -0.65
C 3.67 -2.07 -1.87
C 2.47 -1.39 -1.96
N 1.91 -0.77 -0.92
H 0.66 0.92 3.72
H -0.72 2.72 4.75
H -1.96 4.30 3.33
H -1.85 4.12 0.85
H -0.28 4.16 -3.75
H 0.26 3.06 -5.97
H 0.60 0.58 -5.98
H 0.37 -0.66 -3.86
H 4.19 -1.49 1.43
H 5.25 -2.68 -0.54
H 4.07 -2.55 -2.75
H 1.92 -1.36 -2.89
S -3.83 -3.08 -0.26
Sb -3.06 -1.84 -2.03
S -2.51 0.42 -1.20
S -0.57 -2.03 -1.99
N -2.35 -3.57 3.95
C -1.87 -2.78 2.92
C -0.82 -3.20 2.11
C -0.40 -2.40 1.08
N -0.95 -1.21 0.81
C -1.92 -0.78 1.62
C -2.39 -1.51 2.68
H -2.21 -4.56 3.81
H -3.30 -3.37 4.21
H -0.35 -4.17 2.25
H 0.37 -2.73 0.40
H -2.37 0.17 1.37
H -3.21 -1.13 3.27
*
```

# C23H19AlCl2N5OS2

C23H19AlCl2N5OS2 as an isolated structure (ωB97M-V/def2-TZVPD, the OMol25 dataset).

## Properties
- Gap between HOMO and LUMO: 6.82 eV

Structure (ORCA input):
```
! wB97M-V def2-TZVPD RIJCOSX def2/J DEFGRID3
* xyz 1 1
Al 0.19 -0.84 0.49
C 2.89 -4.27 3.49
S 1.08 -4.17 3.56
C 0.73 -2.72 2.71
S 1.91 -1.96 1.67
N -0.43 -2.17 2.97
N -0.59 -1.04 2.31
C -1.05 0.06 2.83
C -0.61 1.26 2.17
C -0.92 2.54 2.64
C -0.32 3.64 2.06
C 0.61 3.44 1.04
C 0.89 2.14 0.65
N 0.31 1.08 1.20
H 3.14 -5.32 3.61
H 3.25 -3.90 2.53
H 3.32 -3.69 4.30
H -1.54 0.08 3.79
H -1.63 2.66 3.45
H -0.55 4.63 2.40
H 1.12 4.27 0.58
H 1.62 1.93 -0.12
Cl -1.07 -1.08 -3.43
C -2.01 0.13 -2.63
C -2.80 0.94 -3.45
C -3.57 1.93 -2.92
Cl -4.45 2.97 -3.97
C -3.64 2.10 -1.51
C -4.47 3.04 -0.88
C -4.50 3.10 0.49
C -3.70 2.20 1.21
N -2.89 1.34 0.65
C -2.83 1.26 -0.69
C -1.96 0.29 -1.25
O -1.12 -0.40 -0.48
H -2.80 0.76 -4.51
H -5.09 3.69 -1.48
H -5.14 3.80 1.01
H -3.74 2.17 2.29
N 0.88 -2.09 -1.12
C 2.21 -1.92 -1.67
C 2.43 -0.95 -2.64
C 3.71 -0.76 -3.14
C 4.76 -1.53 -2.67
C 4.53 -2.52 -1.72
C 3.25 -2.72 -1.23
H 0.77 -3.07 -0.86
H 0.20 -1.89 -1.87
H 1.60 -0.38 -3.01
H 3.88 -0.02 -3.90
H 5.75 -1.38 -3.06
H 5.34 -3.14 -1.37
H 3.07 -3.51 -0.51
*
```

# C23H19EuN8O3S3

C23H19EuN8O3S3 as an isolated structure (ωB97M-V/def2-TZVPD, the OMol25 dataset).

## Properties
- Gap between HOMO and LUMO (spin up / spin down): 5.86 / 6.01 eV

Structure (ORCA input):
```
! wB97M-V def2-TZVPD RIJCOSX def2/J DEFGRID3
* xyz -1 8
Eu 0.54 -0.53 -0.01
S 0.06 -3.37 0.25
C 0.98 -3.29 1.69
C 0.30 -3.71 2.85
C 0.90 -3.61 4.10
C 0.10 -4.16 5.16
N -0.53 -4.64 6.02
C 2.29 -3.30 4.19
C 3.02 -2.87 3.04
C 2.36 -2.70 1.81
S 2.97 -1.73 0.59
C 2.90 -3.04 5.46
N 3.32 -2.78 6.53
H -0.71 -4.10 2.84
H 4.10 -2.64 3.09
N 2.19 2.70 -7.25
C 1.79 2.85 -5.94
C 2.63 2.52 -4.84
C 2.02 2.27 -3.62
C 0.66 2.39 -3.47
C -0.15 2.83 -4.49
C 0.43 3.10 -5.72
S -0.14 1.91 -2.00
O 0.98 1.62 -1.02
O -1.05 2.83 -1.42
N -0.97 0.58 -2.34
C -0.36 -0.52 -3.05
N 0.67 -1.16 -2.44
C 1.30 -2.16 -3.13
C 0.81 -2.61 -4.32
C -0.39 -2.00 -4.78
N -0.92 -0.89 -4.18
H 3.16 2.81 -7.53
H 1.51 3.16 -7.85
H 3.72 2.62 -4.89
H 2.69 2.16 -2.77
H -1.20 3.10 -4.30
H -0.25 3.50 -6.50
H 2.21 -2.56 -2.64
H 1.36 -3.40 -4.81
H -0.90 -2.31 -5.68
N -0.82 -0.37 1.86
C -1.28 0.46 2.57
N -1.91 1.38 3.26
C -1.72 1.48 4.69
C -2.91 1.21 5.63
O -4.09 1.82 5.07
C -4.28 1.43 3.75
C -3.16 1.93 2.72
H -1.41 2.51 5.03
H -0.87 0.81 5.00
H -2.67 1.68 6.57
H -3.05 0.12 5.83
H -5.22 1.87 3.42
H -4.42 0.31 3.63
H -3.21 3.01 2.63
H -3.41 1.52 1.69
*
```

# C23H19I2N5O2Zn

C23H19I2N5O2Zn as an isolated structure (ωB97M-V/def2-TZVPD, the OMol25 dataset).

## Properties
- Gap between HOMO and LUMO: 7.54 eV

Structure (ORCA input):
```
! wB97M-V def2-TZVPD RIJCOSX def2/J DEFGRID3
* xyz 0 1
Zn 0.24 -0.08 -0.55
C 2.27 3.77 -0.20
C 1.85 2.37 -0.53
N 0.93 1.74 0.09
N 0.23 2.34 1.09
C -0.63 1.44 1.60
O -0.72 0.22 1.27
C -1.52 1.94 2.69
C -1.69 3.30 2.93
C -2.55 3.72 3.93
C -3.24 2.79 4.70
C -3.07 1.44 4.46
C -2.22 1.01 3.45
C 2.51 1.59 -1.62
C 3.73 1.97 -2.16
C 4.31 1.17 -3.13
C 3.66 0.02 -3.54
C 2.44 -0.28 -2.95
N 1.87 0.48 -2.03
H 1.41 4.29 0.22
H 3.06 3.77 0.56
H 2.63 4.29 -1.08
H -1.15 4.01 2.32
H -2.69 4.78 4.11
H -3.91 3.13 5.48
H -3.62 0.71 5.05
H -2.10 -0.04 3.23
H 4.22 2.87 -1.81
H 5.26 1.45 -3.56
H 4.08 -0.63 -4.29
H 1.88 -1.17 -3.24
O -1.07 -1.04 -1.77
C -1.65 -2.19 -1.44
C -2.99 -2.41 -1.81
C -3.62 -3.60 -1.51
C -2.95 -4.61 -0.83
C -1.64 -4.41 -0.46
C -0.97 -3.22 -0.77
C 0.44 -3.07 -0.38
N 1.10 -1.94 -0.19
C 2.38 -2.28 0.19
C 2.50 -3.63 0.22
N 1.26 -4.11 -0.15
H -3.51 -1.62 -2.33
H -4.65 -3.74 -1.81
H -3.45 -5.54 -0.58
H -1.13 -5.18 0.10
H 3.12 -1.53 0.41
H 3.32 -4.28 0.46
H 1.01 -5.08 -0.25
I -2.16 1.21 -1.87
I -2.79 3.85 -1.71
*
```

# C23H19MoO7

C23H19MoO7 as an isolated structure (ωB97M-V/def2-TZVPD, the OMol25 dataset).

## Properties
- Gap between HOMO and LUMO (spin up / spin down): 7.64 / 6.64 eV

Structure (ORCA input):
```
! wB97M-V def2-TZVPD RIJCOSX def2/J DEFGRID3
* xyz 1 3
Mo -0.42 0.11 0.27
C 1.59 -2.32 2.03
C 0.83 -1.03 2.17
C 1.46 0.21 1.92
C 0.75 1.41 1.99
C -0.61 1.41 2.35
C -1.23 0.19 2.65
C -0.53 -1.02 2.52
H 2.35 -2.24 1.26
H 0.93 -3.15 1.81
H 2.09 -2.54 2.98
H 2.48 0.21 1.58
H 1.24 2.34 1.73
H -1.17 2.33 2.37
H -2.29 0.17 2.86
H -1.05 -1.96 2.68
O 2.34 1.05 -2.50
C 1.39 1.00 -1.80
O 1.22 0.10 -0.79
C 0.14 1.90 -1.91
O 0.01 2.76 -2.72
O -0.77 1.57 -0.98
O -0.77 -1.50 -1.06
C -2.16 -1.72 -1.57
C -3.03 -0.76 -0.75
O -4.19 -0.63 -0.95
O -2.37 -0.13 0.23
C -2.13 -1.38 -3.04
C -2.31 -0.06 -3.46
C -2.14 0.27 -4.79
C -1.81 -0.71 -5.72
C -1.63 -2.03 -5.31
C -1.79 -2.36 -3.97
C -2.56 -3.15 -1.25
C -1.72 -4.02 -0.56
C -2.14 -5.32 -0.29
C -3.40 -5.74 -0.68
C -4.24 -4.87 -1.36
C -3.83 -3.58 -1.65
H -0.15 -1.59 -1.81
H -2.58 0.71 -2.75
H -2.28 1.29 -5.11
H -1.68 -0.45 -6.76
H -1.38 -2.79 -6.03
H -1.67 -3.39 -3.65
H -0.73 -3.71 -0.27
H -1.47 -5.99 0.23
H -3.72 -6.75 -0.46
H -5.22 -5.20 -1.67
H -4.48 -2.90 -2.17
*
```

# C23H19N5O3Pt

C23H19N5O3Pt as an isolated structure (ωB97M-V/def2-TZVPD, the OMol25 dataset).

## Properties
- Gap between HOMO and LUMO (spin up / spin down): 5.85 / 6.78 eV

Structure (ORCA input):
```
! wB97M-V def2-TZVPD RIJCOSX def2/J DEFGRID3
* xyz 0 3
Pt 9.16 9.91 8.78
C 5.93 10.59 13.07
C 5.82 10.46 11.69
C 6.97 10.31 10.92
C 8.22 10.35 11.53
C 8.35 10.59 12.85
C 7.20 10.73 13.66
N 9.35 10.17 10.75
N 10.58 10.35 11.26
C 11.54 10.11 10.34
C 12.93 10.12 10.56
C 13.81 9.71 9.58
C 13.40 9.36 8.30
C 12.04 9.40 8.03
C 11.13 9.76 8.99
H 5.07 10.62 13.73
H 4.82 10.48 11.25
H 6.93 10.24 9.84
H 9.35 10.73 13.30
H 7.32 10.82 14.71
H 13.26 10.50 11.51
H 14.87 9.65 9.82
H 14.09 9.03 7.53
H 11.68 9.08 7.04
O 7.66 8.74 5.24
C 8.05 8.84 6.37
O 8.79 9.81 6.78
C 7.60 7.79 7.43
C 6.73 6.77 7.08
C 6.30 5.97 8.05
C 6.75 6.14 9.39
C 6.31 5.30 10.45
C 6.90 5.40 11.68
C 7.99 6.28 11.91
C 8.39 7.13 10.91
C 7.72 7.09 9.66
N 8.08 7.98 8.62
H 6.49 6.70 6.05
H 5.54 5.22 7.88
H 5.48 4.59 10.30
H 6.59 4.76 12.50
H 8.55 6.33 12.84
H 9.16 7.87 11.07
N 9.41 13.24 10.26
C 8.49 13.25 9.27
N 7.88 14.49 9.05
O 8.21 12.28 8.57
H 9.35 13.98 10.98
H 9.90 12.41 10.48
H 8.34 15.29 9.39
H 7.62 14.61 8.12
*
```

# C23H19N6O3PtS3

C23H19N6O3PtS3 as an isolated structure (ωB97M-V/def2-TZVPD, the OMol25 dataset).

## Properties
- Gap between HOMO and LUMO: 8.10 eV

Structure (ORCA input):
```
! wB97M-V def2-TZVPD RIJCOSX def2/J DEFGRID3
* xyz 1 1
Pt 0.29 -0.08 -0.12
C -1.11 -3.66 -3.59
N 0.23 -3.40 -3.08
C 1.33 -4.23 -3.24
C 2.36 -3.65 -2.61
N 1.90 -2.45 -2.07
C 0.58 -2.32 -2.36
S -0.54 -1.11 -1.99
C 2.74 -1.57 -1.35
C 4.08 -1.56 -1.72
C 4.97 -0.77 -1.01
C 4.50 -0.01 0.03
C 3.15 -0.05 0.31
N 2.27 -0.82 -0.36
H -1.10 -4.59 -4.14
H -1.42 -2.85 -4.24
H -1.81 -3.73 -2.75
H 1.26 -5.17 -3.77
H 3.36 -4.00 -2.46
H 4.41 -2.12 -2.58
H 6.02 -0.75 -1.29
H 5.14 0.62 0.63
H 2.74 0.56 1.10
O -0.93 2.42 2.00
C -0.29 1.53 2.51
N 0.52 0.63 1.85
S 1.08 -0.57 2.88
O 0.44 -1.81 2.53
O 2.52 -0.58 2.97
C 0.39 0.14 4.34
C 0.55 -0.27 5.65
C -0.06 0.52 6.62
C -0.77 1.66 6.28
C -0.90 2.06 4.95
C -0.31 1.27 3.98
H 1.11 -1.15 5.91
H 0.03 0.24 7.66
H -1.22 2.26 7.06
H -1.45 2.95 4.67
N -2.99 0.18 0.23
C -2.38 1.29 -0.22
N -1.11 1.35 -0.50
C -0.70 2.62 -0.89
C 0.59 3.02 -1.23
C 0.80 4.33 -1.61
C -0.26 5.24 -1.67
C -1.54 4.85 -1.34
C -1.75 3.54 -0.95
S -3.24 2.77 -0.49
H -2.40 -0.56 0.59
H -3.92 0.24 0.59
H 1.41 2.31 -1.19
H 1.80 4.66 -1.87
H -0.07 6.26 -1.97
H -2.37 5.55 -1.39
*
```

no.,E_tot (hartree)
1,-2525.31422
2,-1931.76592
3,-2896.22147
4,-3196.01193
5,-3456.57956
6,-3686.96660
7,-1482.56571
8,-1506.65792
9,-2755.89774